Formula: C45H114N6O15
Source: the OMol25 dataset
Level of theory: wB97M-V/def2-TZVPD

Structure (ORCA input):
```
! RIJCOSX wB97M-V def2-TZVPD def2/J DEFGRID3
* xyz 0 1
C -4.484 3.569 0.002
O -4.392 2.582 1.066
C -4.247 3.224 2.359
C -4.356 2.224 3.490
N -4.095 2.892 4.772
C -4.238 1.978 5.894
C -3.988 2.688 7.244
O -4.431 1.809 8.262
C -4.280 2.522 9.526
H -5.051 3.151 -0.830
H -3.536 3.940 -0.387
H -4.855 4.549 0.302
H -4.984 4.008 2.532
H -3.235 3.623 2.429
H -3.623 1.439 3.309
H -5.331 1.746 3.392
H -4.806 3.600 4.890
H -3.556 1.141 5.740
H -5.203 1.475 5.828
H -4.578 3.604 7.283
H -2.928 2.938 7.284
H -4.921 3.402 9.582
H -3.270 2.734 9.877
H -4.761 1.830 10.216
C -0.202 -1.655 -2.188
O -0.081 -2.977 -2.699
C -0.987 -3.287 -3.728
C -0.626 -4.692 -4.266
N -1.600 -4.966 -5.340
C -1.295 -6.194 -6.106
C -1.385 -7.545 -5.406
O -0.779 -8.418 -6.302
C -1.087 -9.747 -5.951
H -1.193 -1.450 -1.782
H 0.111 -0.869 -2.875
H 0.532 -1.528 -1.392
H -0.868 -2.536 -4.509
H -2.021 -3.236 -3.388
H -0.719 -5.437 -3.476
H 0.404 -4.698 -4.622
H -1.591 -4.140 -5.921
H -0.337 -6.144 -6.625
H -1.985 -6.338 -6.937
H -2.444 -7.728 -5.225
H -0.776 -7.543 -4.502
H -2.060 -10.070 -6.323
H -1.106 -9.905 -4.872
H -0.365 -10.453 -6.362
C 2.360 7.544 -4.079
O 2.604 6.510 -3.117
C 3.872 5.833 -3.268
C 3.867 4.545 -2.496
N 3.984 4.680 -1.086
C 4.007 3.339 -0.507
C 4.091 3.402 1.021
O 2.814 3.326 1.696
C 2.108 4.574 1.512
H 2.903 8.413 -3.708
H 1.276 7.632 -4.154
H 2.722 7.360 -5.091
H 4.622 6.480 -2.814
H 4.031 5.702 -4.339
H 4.656 3.977 -2.989
H 2.893 4.072 -2.614
H 4.869 5.148 -0.950
H 4.917 2.851 -0.858
H 3.146 2.754 -0.831
H 4.782 4.173 1.362
H 4.567 2.445 1.236
H 1.163 4.569 2.055
H 1.797 4.671 0.472
H 2.679 5.417 1.900
C 0.169 0.442 -6.264
O 0.419 1.818 -5.922
C -0.541 2.276 -5.005
C 0.135 3.416 -4.256
N -0.716 3.822 -3.105
C -0.059 4.960 -2.475
C -0.769 5.557 -1.214
O -2.030 6.122 -1.535
C -2.677 6.791 -0.460
H 0.885 0.218 -7.055
H -0.868 0.330 -6.583
H 0.207 -0.184 -5.373
H -0.820 1.547 -4.244
H -1.429 2.641 -5.520
H 0.199 4.277 -4.921
H 1.132 3.085 -3.967
H -1.580 4.259 -3.392
H 0.119 5.771 -3.180
H 0.934 4.647 -2.151
H -0.110 6.380 -0.936
H -0.770 4.904 -0.342
H -2.904 5.978 0.230
H -3.549 7.293 -0.879
H -1.995 7.531 -0.043
C -2.613 -7.736 0.138
O -1.281 -7.407 0.023
C -0.789 -6.711 -1.145
C 0.703 -6.458 -0.763
N 0.823 -5.617 0.398
C 0.703 -4.240 -0.052
C 0.534 -3.371 1.198
O -0.642 -3.699 1.822
C -1.875 -3.101 1.330
H -3.140 -6.798 0.316
H -2.818 -8.386 0.989
H -2.932 -8.248 -0.769
H -1.371 -5.810 -1.339
H -0.790 -7.368 -2.016
H 1.308 -6.059 -1.578
H 1.100 -7.455 -0.575
H 0.026 -5.814 0.987
H -0.203 -4.133 -0.647
H 1.582 -3.914 -0.609
H 0.472 -2.293 1.048
H 1.406 -3.481 1.842
H -1.887 -2.034 1.550
H -2.787 -3.493 1.781
H -2.128 -3.252 0.280
C 7.122 -0.623 4.807
O 7.427 -0.909 3.481
C 6.285 -0.771 2.648
C 6.793 -1.020 1.216
N 5.818 -0.461 0.200
C 4.755 -1.387 -0.156
C 3.593 -0.748 -0.898
O 4.083 -0.434 -2.199
C 2.994 0.126 -2.922
H 6.572 0.319 4.807
H 7.960 -0.552 5.500
H 6.478 -1.417 5.185
H 5.883 0.239 2.721
H 5.594 -1.527 3.022
H 6.944 -2.092 1.088
H 7.689 -0.402 1.155
H 6.357 -0.114 -0.580
H 4.270 -1.641 0.786
H 5.021 -2.291 -0.704
H 3.285 0.153 -0.368
H 2.704 -1.378 -0.922
H 2.539 0.951 -2.374
H 2.212 -0.605 -3.126
H 3.359 0.562 -3.852
C -6.839 -0.772 4.061
C -6.290 -1.880 3.152
C -5.510 -1.378 1.869
O -5.572 -2.855 3.899
H -7.714 -0.289 3.625
H -6.121 0.000 4.335
H -7.199 -1.284 4.954
H -7.165 -2.448 2.836
H -4.665 -0.764 2.181
H -6.097 -0.731 1.217
H -5.109 -2.163 1.228
H -6.211 -3.352 4.416
C 3.226 -0.064 5.048
C 2.417 -0.628 3.868
C 2.546 0.182 2.540
O 2.821 -1.967 3.620
H 3.123 -0.640 5.968
H 2.982 0.982 5.231
H 4.273 -0.093 4.747
H 1.342 -0.685 4.044
H 1.777 -0.171 1.854
H 3.532 0.119 2.080
H 2.327 1.239 2.694
H 2.558 -2.547 4.338
C -1.408 0.571 0.782
C -0.780 1.636 -0.097
C 0.735 1.819 -0.049
O -1.029 1.438 -1.440
H -2.463 0.370 0.600
H -1.403 0.817 1.844
H -0.926 -0.392 0.615
H -1.273 2.576 0.152
H 0.994 1.935 1.003
H 1.099 2.723 -0.537
H 1.244 0.954 -0.474
H -0.859 2.232 -1.950
*
```

HOMO level = -8.18 eV
E_tot = -88155.8833 eV
energy above the lowest of the compared OMol25 structures with the same formula, charge and spin = 158.6 kJ/mol
LUMO = 0.023 Ha
SMILES string = COCCNCCOC.COCCNCCOC.COCCNCCOC.COCCNCCOC.COCCNCCOC.COCCNCCOC.CC(C)O.CC(C)O.CC(C)O